[1]
{"formula": "C21H49BFN2OP", "method": "ωB97M-V/def2-TZVPD", "total_charge": 0, "e_tot_ha": -1480.37469, "multiplicity": 1, "fmax_ha_per_bohr": 0.01374, "smiles": "CCCCCCCCCCCCCCCC[PH](CCCF)(NCC)B(N)O", "species": ["C", "C", "C", "C", "C", "C", "C", "C", "C", "C", "C", "C", "C", "C", "C", "C", "P", "C", "C", "C", "F", "N", "C", "C", "B", "N", "O", "H", "H", "H", "H", "H", "H", "H", "H", "H", "H", "H", "H", "H", "H", "H", "H", "H", "H", "H", "H", "H", "H", "H", "H", "H", "H", "H", "H", "H", "H", "H", "H", "H", "H", "H", "H", "H", "H", "H", "H", "H", "H", "H", "H", "H", "H", "H", "H", "H"], "positions_angstrom": [[3.92170, -1.27767, 1.61151], [4.49719, -1.26573, 0.17937], [5.41053, -0.06958, -0.13552], [4.79422, 0.98014, -1.07495], [3.39719, 1.46601, -0.67014], [3.40794, 2.33689, 0.59259], [2.30903, 3.40946, 0.68769], [0.97840, 3.06676, 0.02915], [0.00146, 4.25667, 0.05660], [-1.46291, 3.80536, -0.06747], [-2.31363, 4.06796, 1.18551], [-3.26674, 2.90413, 1.47318], [-2.56893, 1.79646, 2.26810], [-3.11194, 0.39298, 1.95438], [-2.19842, -0.32678, 0.97286], [-2.80413, -1.64809, 0.49443], [-1.82359, -2.43722, -0.84396], [-0.70143, -3.34980, 0.44972], [0.59661, -3.92596, -0.11539], [1.04587, -5.10973, 0.72143], [2.31182, -5.53972, 0.33106], [-2.84069, -1.64318, -2.14429], [-4.22284, -2.13835, -2.26579], [-5.23923, -1.00625, -2.10793], [-0.29948, -1.49711, -1.60590], [0.43494, -2.05578, -2.75608], [0.11272, -0.34452, -1.00342], [4.14457, -0.35450, 2.14302], [4.35702, -2.09004, 2.18849], [2.83969, -1.39790, 1.61523], [5.06449, -2.18542, 0.04494], [3.68605, -1.31748, -0.54463], [5.74606, 0.41422, 0.78257], [6.31036, -0.45053, -0.62152], [4.73824, 0.54535, -2.07408], [5.43875, 1.85948, -1.09945], [2.74442, 0.60768, -0.49719], [2.97846, 2.00610, -1.51888], [3.38092, 1.69689, 1.47297], [4.37633, 2.84396, 0.62280], [2.08915, 3.56756, 1.74625], [2.67948, 4.36537, 0.31409], [0.52912, 2.22019, 0.55416], [1.11536, 2.79537, -1.01689], [0.26851, 4.91113, -0.77461], [0.15386, 4.83090, 0.97064], [-1.46880, 2.72599, -0.23857], [-1.94146, 4.26213, -0.93153], [-2.88060, 4.99248, 1.08125], [-1.66051, 4.17532, 2.05318], [-3.60034, 2.48055, 0.52269], [-4.15032, 3.24122, 2.01443], [-2.62701, 1.99409, 3.33688], [-1.51078, 1.80776, 1.99155], [-4.11933, 0.48551, 1.54388], [-3.20206, -0.19002, 2.87344], [-2.02238, 0.31357, 0.10869], [-1.24539, -0.50421, 1.46940], [-2.82745, -2.34521, 1.33487], [-3.83647, -1.46843, 0.20702], [-2.19080, -3.72254, -1.33964], [-0.45826, -2.64982, 1.25288], [-1.30203, -4.15626, 0.88251], [0.48167, -4.27238, -1.14274], [1.40373, -3.19322, -0.06229], [0.35376, -5.94381, 0.60366], [1.10435, -4.83842, 1.77613], [-2.36938, -1.86601, -3.01693], [-4.41575, -2.89017, -1.49169], [-4.38281, -2.59523, -3.24144], [-5.26328, -0.39090, -3.00753], [-4.94272, -0.34574, -1.29402], [-6.24842, -1.37639, -1.92813], [0.09952, -1.72909, -3.65598], [1.41480, -1.79096, -2.69752], [0.80204, 0.07446, -1.52908]], "forces_ev_per_a": [[0.003, 0.045, -0.219], [0.136, -0.033, 0.378], [0.027, 0.025, -0.323], [-0.390, -0.250, 0.442], [0.207, -0.056, 0.098], [0.172, 0.153, -0.299], [-0.104, -0.255, 0.180], [-0.097, 0.471, 0.222], [0.121, -0.305, -0.293], [0.097, 0.008, 0.348], [-0.214, -0.184, -0.013], [0.206, -0.041, 0.049], [-0.088, -0.227, -0.288], [0.110, 0.206, 0.272], [-0.431, -0.137, -0.152], [0.006, -0.236, 0.384], [0.144, 0.161, 0.062], [0.108, 0.184, -0.140], [0.006, -0.470, 0.426], [-0.115, 0.265, -0.017], [0.074, -0.081, -0.068], [-0.141, -0.343, -0.285], [-0.042, 0.692, 0.135], [0.121, 0.082, -0.128], [0.136, 0.004, -0.363], [-0.104, 0.529, 0.364], [-0.001, -0.322, 0.164], [0.006, 0.092, 0.005], [-0.055, -0.058, 0.101], [-0.083, -0.070, 0.040], [0.016, -0.041, -0.083], [-0.082, 0.027, -0.135], [-0.051, -0.043, 0.139], [0.111, 0.114, 0.019], [0.065, 0.073, -0.127], [0.178, -0.028, -0.256], [-0.111, -0.056, -0.067], [-0.006, 0.181, -0.020], [-0.065, -0.088, 0.048], [0.029, 0.033, 0.133], [0.091, 0.184, 0.053], [0.008, 0.023, -0.194], [-0.003, -0.143, -0.084], [-0.028, -0.249, -0.024], [0.016, 0.167, 0.053], [-0.062, 0.056, 0.096], [0.008, -0.042, -0.160], [-0.068, -0.002, -0.087], [0.089, 0.144, 0.002], [0.043, 0.170, 0.067], [-0.158, 0.060, -0.067], [-0.115, 0.005, -0.021], [0.036, 0.167, 0.075], [0.119, 0.008, 0.149], [-0.090, -0.078, -0.052], [-0.010, -0.109, -0.005], [0.094, 0.105, -0.007], [0.199, 0.046, -0.135], [-0.056, -0.038, 0.025], [-0.003, -0.048, -0.260], [-0.022, 0.021, 0.101], [0.000, -0.027, 0.138], [-0.117, -0.002, 0.037], [0.035, 0.132, -0.156], [0.010, 0.159, -0.269], [0.005, -0.107, 0.020], [0.020, -0.012, 0.076], [0.015, 0.120, -0.037], [0.002, -0.217, -0.072], [0.011, -0.283, 0.026], [0.022, 0.019, -0.039], [-0.065, -0.027, 0.124], [-0.045, -0.053, 0.037], [-0.147, -0.349, -0.056], [0.064, -0.015, -0.175], [0.202, 0.189, 0.086]], "mulliken_charge": [-1.12, 0.12, -0.91, -1.20, 0.78, -0.56, -1.32, 0.65, -1.23, 0.08, -1.06, -0.77, -0.34, -1.09, 0.08, -1.06, 0.62, -1.29, 0.19, -0.62, -0.34, -0.48, -0.56, -0.98, 0.46, -0.52, -0.54, 0.40, 0.39, 0.06, 0.56, -0.23, 0.37, 0.35, 0.34, 0.48, -0.62, 0.54, 0.20, 0.35, 0.41, 0.30, -0.08, 0.14, 0.34, 0.46, -0.27, 0.57, 0.44, 0.39, 0.27, 0.42, 0.40, 0.17, 0.40, 0.39, 0.05, 0.14, 0.42, 0.68, -0.15, 0.40, 0.48, 0.30, -0.32, 0.36, 0.31, 0.21, 0.31, 0.46, 0.37, 0.07, 0.33, 0.22, 0.20, 0.24]}

[2]
{"formula": "C21H49N4O16PS4", "method": "ωB97M-V/def2-TZVPD", "total_charge": 0, "e_tot_ha": -4186.43216, "multiplicity": 1, "fmax_ha_per_bohr": 0.07194, "smiles": "C#C[C@@]1(CP(=O)(O)O)NC(=O)C[C@H]1CC(N)(N)N.CCOS(C)(=O)=O.CCOS(C)(=O)=O.CCOS(C)(=O)=O.CCOS(C)(=O)=O", "species": ["C", "C", "C", "C", "P", "O", "O", "O", "N", "C", "O", "C", "C", "C", "C", "N", "N", "N", "H", "H", "H", "H", "H", "H", "H", "H", "H", "H", "H", "H", "H", "H", "H", "H", "H", "C", "C", "O", "S", "C", "O", "O", "H", "H", "H", "H", "H", "H", "H", "H", "C", "C", "O", "S", "C", "O", "O", "H", "H", "H", "H", "H", "H", "H", "H", "C", "C", "O", "S", "C", "O", "O", "H", "H", "H", "H", "H", "H", "H", "H", "C", "C", "O", "S", "C", "O", "O", "H", "H", "H", "H", "H", "H", "H", "H"], "positions_angstrom": [[-4.22587, -4.53460, -3.47492], [-3.47457, -5.42521, -3.08994], [-2.60236, -6.66222, -2.58891], [-2.51699, -6.40847, -1.01529], [-3.03665, -7.86060, 0.05272], [-2.82170, -7.43067, 1.49486], [-4.58853, -8.39214, -0.24986], [-1.90625, -9.10404, -0.21113], [-3.51541, -7.79482, -3.00275], [-3.31047, -7.83122, -4.48501], [-4.18401, -8.24638, -5.22563], [-1.82797, -7.31645, -4.88425], [-1.29280, -7.03236, -3.40897], [0.06742, -6.23172, -3.17932], [-0.04498, -4.64439, -3.25684], [-0.39787, -4.08833, -1.91569], [-0.88470, -4.13684, -4.35187], [1.37225, -4.13604, -3.53948], [-4.70114, -3.59494, -3.83516], [-3.17017, -5.53486, -0.68473], [-1.45243, -6.15010, -0.75062], [-5.24411, -7.94885, 0.32513], [-2.01537, -9.72836, 0.54569], [-3.16886, -8.73022, -2.71155], [-1.79283, -6.45554, -5.62782], [-1.18804, -8.20539, -5.20483], [-1.05815, -8.08511, -3.01834], [0.52096, -6.60827, -2.20471], [0.77970, -6.54760, -4.01565], [0.07203, -4.72939, -1.25486], [0.16778, -3.22435, -1.83990], [-0.61500, -4.51709, -5.26207], [-0.90308, -3.11367, -4.34364], [1.37400, -3.93368, -4.55191], [2.05492, -4.90001, -3.41114], [1.29658, 0.81241, 2.31885], [-0.03274, 0.11232, 2.11125], [-0.71708, 0.60276, 0.95427], [-0.17974, 0.16435, -0.49862], [-1.55626, 0.75813, -1.43464], [-0.14995, -1.26949, -0.57312], [0.96666, 0.96385, -0.83259], [1.99427, 0.57886, 1.51391], [1.75473, 0.50140, 3.25997], [1.16391, 1.89660, 2.32767], [0.09675, -0.97181, 2.04833], [-0.67900, 0.31032, 2.96801], [-2.44302, 0.18745, -1.16532], [-1.32542, 0.61778, -2.49087], [-1.69470, 1.81811, -1.22433], [-2.43164, 5.64453, 2.76421], [-3.76573, 4.95157, 2.55855], [-4.45544, 5.44991, 1.40587], [-3.92277, 5.01518, -0.04897], [-5.30081, 5.61297, -0.98253], [-3.89746, 3.57986, -0.12795], [-2.77783, 5.81229, -0.38245], [-1.73776, 5.41214, 1.95516], [-1.97073, 5.32668, 3.70094], [-2.55792, 6.72903, 2.77931], [-3.64041, 3.86726, 2.48943], [-4.40791, 5.14754, 3.41910], [-6.18769, 5.04257, -0.71285], [-5.07001, 5.47381, -2.03875], [-5.43710, 6.67216, -0.77007], [4.16548, 2.24821, -0.74553], [4.44865, 1.01389, 0.08815], [5.84432, 0.69001, 0.10503], [6.83013, 1.60195, 0.99233], [8.25298, 0.55609, 0.89273], [6.35841, 1.61711, 2.34772], [7.11277, 2.81343, 0.27664], [4.60982, 3.13835, -0.29651], [3.09086, 2.41783, -0.83231], [4.59213, 2.14348, -1.74556], [4.07129, 1.13047, 1.10745], [3.93092, 0.15942, -0.35140], [8.03998, -0.38353, 1.39899], [9.07730, 1.07140, 1.38584], [8.49505, 0.38968, -0.15578], [3.10972, 7.33451, 2.38035], [3.44886, 7.50570, 3.84950], [2.33331, 7.99971, 4.59950], [1.12255, 6.98926, 4.92276], [0.28150, 8.01334, 6.09408], [1.64317, 5.83823, 5.60280], [0.29437, 6.86824, 3.75658], [2.36259, 6.55243, 2.23602], [3.99795, 7.05842, 1.80855], [2.69421, 8.25788, 1.97091], [3.81663, 6.57103, 4.28176], [4.24744, 8.24281, 3.94894], [0.91420, 8.14587, 6.96967], [-0.64384, 7.50788, 6.37085], [0.05473, 8.97029, 5.62653]], "forces_ev_per_a": [[1.350, -0.492, 0.392], [0.187, 0.229, -0.647], [-1.852, 1.394, -0.302], [0.147, -1.003, -0.717], [1.336, 0.553, 3.405], [-1.058, -0.692, -2.367], [2.040, 0.492, 0.015], [-2.444, 0.968, -0.196], [0.949, 0.093, -1.436], [-0.980, -0.511, -0.911], [2.065, 0.775, 1.235], [0.045, -0.492, 1.496], [0.544, -0.054, 0.593], [-1.126, -0.234, -1.177], [2.126, -0.044, 0.298], [0.594, -0.535, -0.839], [-0.208, -0.576, 0.981], [-0.230, -0.660, -0.827], [0.497, -1.562, 0.574], [0.826, -1.325, -0.503], [-1.260, -0.472, 0.016], [0.671, -0.168, -0.175], [0.138, 0.625, -0.634], [-0.182, 0.703, 0.252], [-0.260, -1.211, 1.118], [-1.209, 1.177, -0.251], [-0.305, 1.368, -0.329], [-0.490, 0.862, -1.134], [-0.936, 0.274, 1.084], [-0.405, 0.609, -0.299], [-0.702, -0.434, 0.051], [0.032, 0.392, 0.528], [0.063, -0.567, -0.098], [0.349, -0.112, 0.735], [-0.352, 0.619, 0.067], [0.194, 0.073, -0.186], [0.633, -0.229, 0.683], [-0.116, -0.099, -0.781], [-0.801, 0.592, 0.208], [-0.091, 0.078, 0.084], [0.471, 0.278, 0.109], [-0.010, -0.555, 0.081], [-0.081, -0.038, 0.062], [-0.117, 0.007, -0.006], [-0.027, -0.073, 0.078], [-0.074, 0.064, -0.175], [-0.216, 0.059, -0.303], [0.082, 0.028, 0.041], [0.125, -0.061, 0.119], [0.005, -0.073, 0.050], [0.093, -0.008, -0.238], [0.712, -0.213, 0.741], [-0.206, -0.095, -0.812], [-0.575, 0.478, 0.300], [-0.120, 0.027, 0.091], [0.389, 0.315, 0.046], [-0.086, -0.537, 0.013], [-0.004, 0.010, 0.100], [-0.098, 0.015, -0.034], [0.000, -0.081, 0.080], [-0.083, 0.064, -0.186], [-0.236, 0.059, -0.309], [0.077, 0.025, 0.020], [0.104, -0.048, 0.118], [0.054, -0.079, 0.021], [0.109, 0.342, 0.022], [-0.932, 0.425, -0.164], [0.788, 0.036, 0.382], [-0.001, -0.630, -0.507], [-0.020, -0.123, -0.062], [-0.039, 0.325, -0.312], [-0.162, -0.103, 0.460], [-0.015, -0.064, -0.006], [0.042, -0.185, 0.015], [-0.078, -0.062, 0.049], [0.252, 0.003, 0.009], [0.320, -0.107, 0.063], [-0.034, 0.072, -0.036], [-0.151, 0.063, -0.003], [-0.062, 0.040, 0.061], [-0.256, -0.134, -0.107], [0.630, -0.393, -0.704], [-0.654, -0.126, 0.465], [0.220, 0.750, 0.177], [0.074, 0.130, 0.018], [-0.140, 0.035, -0.453], [0.253, -0.310, 0.296], [0.071, 0.030, 0.008], [0.020, 0.067, 0.111], [0.101, -0.024, 0.035], [-0.179, 0.050, 0.088], [-0.261, 0.099, 0.264], [-0.005, -0.026, -0.083], [0.109, -0.070, -0.098], [0.041, -0.082, -0.008]], "mulliken_charge": [0.14, -1.69, 1.59, -0.65, 0.79, -0.71, -0.49, -0.54, -0.50, 0.25, -0.55, -0.45, -0.04, -1.72, 0.77, -0.42, -0.54, -0.74, 0.45, 0.47, 0.13, 0.34, 0.32, 0.35, 0.24, 0.34, 0.50, 0.40, 0.44, 0.27, 0.25, 0.27, 0.28, 0.31, 0.24, -0.60, -0.42, -0.19, 1.06, -0.97, -0.71, -0.51, -0.08, 0.46, 0.28, 0.30, 0.27, 0.34, 0.38, 0.28, -0.84, -0.49, -0.27, 1.23, -0.98, -0.60, -0.61, 0.31, 0.36, 0.28, 0.32, 0.29, 0.31, 0.37, 0.33, -0.98, -0.31, -0.29, 1.27, -0.93, -0.64, -0.62, 0.32, 0.39, 0.26, 0.30, 0.25, 0.31, 0.37, 0.31, -0.95, -0.34, -0.27, 1.21, -0.98, -0.67, -0.53, 0.27, 0.38, 0.26, 0.32, 0.27, 0.35, 0.36, 0.31]}